No. 1
Entry from OMol25: a molecular structure, C44H52BBrF4KN9O3SeSi (ωB97M-V/def2-TZVPD).

Last column: natural (NBO) charge in e.
Atoms and positions in Å:
K1 0.08 0.28 0.53  0.9225
C1 -3.65 -13.63 0.21  -0.2547
O1 -2.33 -13.12 0.29  -0.4861
C2 -2.17 -11.77 0.25  0.3161
C3 -0.86 -11.31 0.32  -0.2559
C4 -0.61 -9.95 0.29  -0.1609
C5 -1.65 -9.03 0.18  -0.1528
C6 -2.95 -9.50 0.11  -0.0805
C7 -3.22 -10.86 0.14  -0.3257
C8 -1.41 -7.58 0.14  0.3841
N1 -2.33 -6.67 -0.02  -0.4616
C9 -1.66 -5.47 0.00  0.1088
C10 -0.32 -5.66 0.19  0.1036
N2 -0.16 -7.03 0.27  -0.5168
C11 0.63 -4.60 0.25  -0.1047
C12 2.01 -4.76 0.45  -0.1478
C13 2.82 -3.66 0.47  -0.2459
C14 2.23 -2.40 0.28  0.0539
N3 0.94 -2.22 0.10  -0.4507
C15 0.13 -3.29 0.09  0.2531
C16 -1.32 -3.06 -0.09  0.1531
N4 -1.75 -1.79 -0.20  -0.4249
C17 -3.04 -1.58 -0.33  0.0511
C18 -4.00 -2.60 -0.38  -0.2482
C19 -3.57 -3.90 -0.28  -0.1315
C20 -2.20 -4.15 -0.13  -0.0750
H1 -3.55 -14.71 0.25  0.2034
H2 -4.12 -13.35 -0.73  0.1784
H3 -4.26 -13.29 1.05  0.1792
H4 -0.06 -12.03 0.41  0.2283
H5 0.43 -9.63 0.34  0.1953
H6 -3.76 -8.79 0.02  0.2290
H7 -4.25 -11.20 0.08  0.2231
H8 0.70 -7.53 0.43  0.4173
H9 2.42 -5.75 0.60  0.2060
H10 3.88 -3.74 0.64  0.2246
H11 2.85 -1.51 0.27  0.1955
H12 -3.36 -0.54 -0.41  0.1868
H13 -5.05 -2.35 -0.49  0.2216
H14 -4.26 -4.73 -0.31  0.2338
C21 1.65 -2.76 -5.14  -0.6088
C22 1.94 -1.28 -5.43  -0.5902
C23 3.15 -0.91 -4.55  -0.6096
C24 2.35 -1.14 -6.90  -0.6101
Si1 0.40 -0.20 -5.03  1.9430
Br1 0.34 -0.11 -2.79  -0.3647
C25 -1.27 -1.01 -5.53  -0.5929
C26 -2.42 -0.01 -5.39  -0.6044
C27 -1.23 -1.49 -7.00  -0.6096
C28 -1.63 -2.21 -4.64  -0.6085
C29 0.58 1.63 -5.59  -0.5918
C30 0.30 1.78 -7.10  -0.6096
C31 2.01 2.12 -5.32  -0.6089
C32 -0.36 2.58 -4.82  -0.6115
H15 2.57 -3.33 -5.29  0.2055
H16 0.90 -3.18 -5.81  0.2057
H17 1.32 -2.92 -4.11  0.2200
H18 3.98 -1.57 -4.82  0.2019
H19 2.94 -1.06 -3.49  0.2189
H20 3.49 0.11 -4.69  0.2126
H21 3.18 -1.82 -7.11  0.2082
H22 2.69 -0.13 -7.14  0.2078
H23 1.54 -1.39 -7.59  0.2120
H24 -2.35 0.82 -6.09  0.2041
H25 -2.47 0.40 -4.37  0.2183
H26 -3.36 -0.52 -5.59  0.2057
H27 -1.00 -0.69 -7.70  0.2107
H28 -2.22 -1.88 -7.27  0.2089
H29 -0.51 -2.29 -7.15  0.2075
H30 -1.71 -1.93 -3.59  0.2245
H31 -0.93 -3.04 -4.72  0.2122
H32 -2.61 -2.58 -4.96  0.2022
H33 0.94 1.16 -7.72  0.2107
H34 0.47 2.82 -7.39  0.2086
H35 -0.74 1.55 -7.35  0.2074
H36 2.76 1.61 -5.92  0.2033
H37 2.28 2.02 -4.27  0.2194
H38 2.06 3.19 -5.57  0.2073
H39 -1.41 2.40 -5.03  0.2111
H40 -0.13 3.60 -5.13  0.2003
H41 -0.22 2.51 -3.75  0.2311
F1 -1.49 0.68 4.74  -0.5613
B1 -0.28 0.49 4.09  1.3558
F2 0.36 1.74 3.87  -0.5937
F3 0.56 -0.37 4.79  -0.5622
F4 -0.53 -0.07 2.79  -0.6182
O2 -0.88 8.67 1.45  -0.7091
C33 -0.98 8.57 0.05  0.0895
N5 -1.68 7.37 -0.37  -0.6244
C34 -1.12 6.16 -0.11  0.6751
O3 -0.01 6.07 0.40  -0.6460
C35 -1.91 4.96 -0.51  -0.1851
C36 -3.28 4.88 -0.37  -0.1570
C37 -3.93 3.72 -0.76  -0.2425
C38 -3.16 2.69 -1.29  0.0425
N6 -1.83 2.74 -1.42  -0.4226
C39 -1.23 3.85 -1.02  0.0832
H42 -0.30 7.96 1.73  0.4868
H43 0.00 8.58 -0.41  0.1750
H44 -1.56 9.43 -0.29  0.1822
H45 -2.61 7.42 -0.73  0.4023
H46 -3.85 5.70 0.06  0.2192
H47 -5.00 3.60 -0.67  0.2252
H48 -3.63 1.77 -1.63  0.1933
H49 -0.15 3.89 -1.11  0.2173
Se1 1.46 3.90 2.21  1.1848
N7 3.17 4.13 1.89  -0.6445
C40 3.49 3.25 0.94  0.1041
C41 4.79 3.08 0.39  -0.1561
C42 4.94 2.12 -0.56  -0.2792
C43 3.81 1.32 -0.95  0.0784
N8 2.60 1.45 -0.49  -0.4462
C44 2.43 2.42 0.45  0.2258
N9 1.23 2.64 0.99  -0.6937
H50 5.61 3.69 0.73  0.2307
H51 5.89 1.93 -1.03  0.2240
H52 3.97 0.55 -1.70  0.1938

The value obtained for the total energy is -237175.101 eV. As for the HOMO energy: -7.90 eV. The calculation puts the orbital gap at 7.17 eV. As for the lowest unoccupied orbital energy: -0.7 eV.

***

No. 2
Entry from OMol25: 2 unconnected molecules or ions with the total composition C6H15N2 (ωB97M-V/def2-TZVPD).

Last column: natural (NBO) charge in e.
Atoms and positions in Å:
C1 1.49 2.07 0.29  -0.6677
C2 0.77 1.47 -0.87  0.1507
C3 -0.21 1.96 -1.59  -0.3729
N1 1.24 0.10 -1.15  -0.7416
H1 1.16 3.10 0.45  0.2584
H2 1.26 1.51 1.20  0.2387
H3 2.56 2.05 0.13  0.2326
H4 -0.67 1.42 -2.41  0.2164
H5 -0.58 2.95 -1.37  0.2407
H6 0.82 -0.58 -0.41  0.4647
H7 2.26 0.06 -1.17  0.4275
H8 0.91 -0.22 -2.06  0.4288
C4 -1.68 -0.07 1.61  -0.6109
C5 -1.58 -1.18 0.58  -0.2428
C6 0.11 -2.81 0.50  0.0164
N2 -0.17 -1.59 0.41  -0.4664
H9 -2.68 0.35 1.61  0.2358
H10 -1.48 -0.47 2.60  0.2231
H11 -0.97 0.72 1.40  0.1991
H12 -1.95 -0.86 -0.40  0.2037
H13 -2.17 -2.05 0.90  0.1978
H14 -0.65 -3.56 0.70  0.1799
H15 1.14 -3.13 0.38  0.1878

As for the charge: +1. The value obtained for the total energy is -9438.347 eV. As for the HOMO energy: -14.12 eV. The calculation puts the orbital gap at 11.19 eV. As for the lowest unoccupied orbital energy: -2.9 eV.

***

No. 3
Entry from OMol25: 9 unconnected molecules or ions with the total composition C24H40Br16ClFN4O2 at a distorted geometry (ωB97M-V/def2-TZVPD).

Last column: Mulliken charge in e.
Atoms and positions in Å:
C1 -4.85 3.96 -0.18  -0.9942
C2 -4.53 3.78 -1.71  -0.1991
N1 -3.06 3.71 -1.90  -0.2136
C3 -2.66 2.74 -2.91  1.2783
C4 -3.51 2.80 -4.17  -0.4514
N2 -4.29 2.81 -4.98  -0.4419
C5 -1.20 3.12 -3.40  -0.2534
O1 -0.58 2.39 -4.07  -0.4074
N3 -0.60 4.40 -3.08  -0.1606
C6 0.28 4.32 -1.97  0.4293
O2 0.01 3.96 -0.90  -0.3645
F1 1.55 4.68 -2.21  -0.2276
C7 -2.64 1.26 -2.35  0.6987
Cl1 -2.57 0.00 -3.64  -0.1039
C8 -1.48 1.06 -1.39  -0.1942
N4 -0.67 0.91 -0.62  -0.4576
H1 -4.31 3.13 0.33  0.1428
H2 -5.95 3.90 -0.02  0.2770
H3 -4.51 4.94 0.21  0.3091
H4 -5.08 2.87 -2.02  0.3214
H5 -4.91 4.70 -2.21  0.2370
H6 -2.65 3.49 -0.99  0.3016
H7 -1.29 5.14 -2.98  0.3558
H8 -3.56 1.03 -1.76  0.1081
Br1 5.36 2.13 1.35  -0.0391
C9 3.84 3.29 0.99  -0.5394
C10 4.21 4.45 0.12  -0.5413
Br2 5.16 5.83 1.13  -0.1381
H9 3.44 3.58 1.96  0.4027
H10 3.11 2.65 0.48  0.2362
H11 3.31 4.95 -0.25  0.2085
H12 4.84 4.18 -0.72  0.4110
Br3 -2.99 -1.58 -0.33  -0.0865
C11 -1.44 -2.75 -0.18  -0.6324
C12 -1.44 -3.80 -1.26  -0.5314
Br4 -2.72 -5.21 -0.88  -0.1006
H13 -1.46 -3.17 0.82  0.4271
H14 -0.58 -2.09 -0.28  0.2281
H15 -0.47 -4.29 -1.31  0.3771
H16 -1.69 -3.40 -2.24  0.2956
Br5 6.36 -3.26 -1.39  -0.1531
C13 6.52 -1.86 -0.04  -0.4671
C14 5.45 -1.98 1.01  -0.4871
Br6 3.73 -1.33 0.35  -0.1395
H17 6.49 -0.91 -0.57  0.3252
H18 7.50 -2.00 0.40  0.2822
H19 5.68 -1.34 1.86  0.2106
H20 5.29 -3.00 1.35  0.4289
Br7 9.47 0.23 -0.37  -0.1612
C15 9.46 1.87 0.68  -0.2059
C16 9.74 1.59 2.14  -0.1729
Br8 8.18 0.85 3.03  -0.1750
H21 8.49 2.35 0.52  0.2292
H22 10.24 2.49 0.25  0.0802
H23 9.96 2.51 2.67  -0.0746
H24 10.56 0.89 2.29  0.4315
Br9 -5.94 -7.26 -0.55  -0.0822
C17 -5.46 -9.01 0.15  -0.4877
C18 -4.74 -8.89 1.47  -0.5978
Br10 -2.89 -8.33 1.22  -0.1453
H25 -4.87 -9.51 -0.61  0.3737
H26 -6.40 -9.54 0.28  0.2127
H27 -4.68 -9.86 1.96  0.3569
H28 -5.20 -8.18 2.15  0.3576
Br11 -7.15 1.87 0.00  -0.1116
C19 -6.65 0.13 0.74  -0.4049
C20 -5.95 0.27 2.07  -0.6104
Br12 -4.11 0.85 1.83  -0.1434
H29 -6.05 -0.37 -0.01  0.1689
H30 -7.59 -0.41 0.86  0.3691
H31 -5.89 -0.69 2.57  0.3704
H32 -6.43 0.99 2.73  0.4134
Br13 -9.40 -8.55 0.00  -0.1358
C21 -10.87 -7.31 -0.31  -0.5470
C22 -10.45 -6.17 -1.20  -0.6084
Br14 -9.37 -4.87 -0.23  -0.1282
H33 -11.22 -6.98 0.67  0.3733
H34 -11.65 -7.90 -0.79  0.3298
H35 -11.32 -5.62 -1.55  0.3487
H36 -9.86 -6.49 -2.05  0.3680
Br15 12.20 4.33 1.22  -0.1147
C23 12.34 5.73 2.57  -0.5421
C24 11.28 5.58 3.63  -0.6225
Br16 9.55 6.19 2.99  -0.0945
H37 12.30 6.68 2.05  0.3759
H38 13.33 5.61 3.00  0.3472
H39 11.51 6.21 4.49  0.3596
H40 11.15 4.55 3.96  0.3327

As for the SMILES: CCN[C@@](C#N)(C(=O)NC(=O)F)[C@@H](Cl)C#N.BrCCBr.BrCCBr.BrCCBr.BrCCBr.BrCCBr.BrCCBr.BrCCBr.BrCCBr. The value obtained for the total energy is -1171510.920 eV. As for the HOMO energy: -9.57 eV. The calculation puts the orbital gap at 9.80 eV. As for the lowest unoccupied orbital energy: 0.2 eV.

***

No. 4
Entry from OMol25: a molecular structure, C21H22N5O2PdS2 (ωB97M-V/def2-TZVPD).

Last column: natural (NBO) charge in e.
Atoms and positions in Å:
Pd1 0.34 2.75 0.09  0.4901
S1 0.13 2.33 2.42  -0.2568
C1 1.36 1.14 2.64  -0.1768
C2 1.34 0.32 3.77  -0.2104
C3 2.27 -0.70 3.97  -0.1920
C4 2.13 -1.56 5.10  0.3009
N1 1.99 -2.26 6.01  -0.3604
C5 3.29 -0.89 3.02  -0.1894
C6 3.34 -0.06 1.91  -0.1902
C7 2.38 0.92 1.67  -0.1948
S2 2.43 1.81 0.17  -0.2059
C8 4.25 -1.94 3.17  0.2992
N2 5.03 -2.79 3.27  -0.3585
H1 0.57 0.47 4.51  0.2257
H2 4.12 -0.21 1.17  0.2250
C9 -0.44 -2.72 0.43  -0.2457
C10 0.32 -1.37 0.43  -0.2531
N3 -0.64 -0.28 0.36  -0.3947
C11 -1.32 -0.28 -0.92  -0.2890
C12 -2.00 -1.65 -1.15  -0.2444
N4 -1.89 -2.41 0.14  -0.3384
C13 -2.48 -1.60 1.27  -0.2464
C14 -1.59 -0.35 1.44  -0.2706
H3 -0.41 -3.22 1.40  0.2157
H4 -0.10 -3.41 -0.34  0.2131
H5 0.99 -1.29 -0.42  0.2330
H6 0.91 -1.28 1.34  0.2441
H7 -0.60 -0.09 -1.71  0.2612
H8 -2.04 0.54 -0.91  0.2739
H9 -1.51 -2.24 -1.92  0.2140
H10 -3.07 -1.57 -1.39  0.2143
H11 -2.40 -3.28 0.06  0.4221
H12 -2.51 -2.25 2.15  0.2116
H13 -3.50 -1.36 0.97  0.2145
H14 -1.05 -0.38 2.39  0.2322
H15 -2.19 0.57 1.43  0.2809
O1 -1.96 4.45 -0.56  -0.4733
N5 -1.64 3.33 -0.17  0.3184
O2 -2.53 2.48 0.03  -0.5544
C15 0.68 3.19 -1.92  -0.6718
C16 0.20 2.11 -2.80  0.0037
C17 1.04 1.05 -3.19  -0.2703
C18 0.57 0.01 -3.98  -0.1717
C19 -0.76 -0.01 -4.41  -0.3177
C20 -1.60 1.04 -4.04  -0.2244
C21 -1.13 2.08 -3.25  -0.2360
H16 0.13 4.12 -2.08  0.2147
H17 1.75 3.36 -2.06  0.1956
H18 2.06 1.05 -2.85  0.2222
H19 1.25 -0.78 -4.27  0.1890
H20 -1.12 -0.81 -5.04  0.1960
H21 -2.63 1.04 -4.37  0.2004
H22 -1.80 2.87 -2.95  0.2256

As for the charge: -1. The value obtained for the total energy is -58829.353 eV. As for the HOMO energy: -3.98 eV. The calculation puts the orbital gap at 5.22 eV. As for the lowest unoccupied orbital energy: 1.2 eV.

***

No. 5
Entry from OMol25: a single C6H6O molecule (ωB97M-V/def2-TZVPD).

Last column: natural (NBO) charge in e.
Atoms and positions in Å:
C1 2.48 -0.09 1.16  -0.2331
C2 1.73 -0.53 0.32  -0.0278
C3 0.53 -0.44 -0.45  -0.1393
C4 0.12 0.84 -0.44  -0.1091
C5 -1.32 0.88 -0.07  -0.1143
O1 -1.71 -0.49 0.07  -0.5171
C6 -0.72 -1.30 -0.56  -0.0766
H1 3.10 0.40 1.88  0.2365
H2 0.81 1.67 -0.36  0.2207
H3 -1.38 1.36 0.92  0.1978
H4 -1.96 1.42 -0.77  0.1880
H5 -1.01 -1.44 -1.62  0.1740
H6 -0.68 -2.28 -0.08  0.2002

As for the SMILES: C#CC1=CCOC1. The value obtained for the total energy is -8362.386 eV. As for the HOMO energy: -8.61 eV. The calculation puts the orbital gap at 9.27 eV. As for the lowest unoccupied orbital energy: 0.7 eV.

***

No. 6
Entry from OMol25: 19 unconnected molecules or ions with the total composition C42H65ClN21 at a distorted geometry (ωB97M-V/def2-TZVPD).

Last column: Mulliken charge in e.
Atoms and positions in Å:
C1 6.16 -4.05 -7.47  -0.6971
C2 6.22 -2.68 -7.27  -0.2507
C3 5.08 -1.74 -7.83  -0.1962
N1 4.26 -1.32 -6.67  0.0012
C4 2.99 -1.62 -6.65  0.3561
N2 2.19 -2.37 -7.57  -0.2189
C5 0.97 -2.89 -6.87  -0.4623
C6 1.43 -2.62 -5.36  -0.1378
Cl1 0.18 -2.78 -4.08  -0.1701
N3 2.03 -1.26 -5.61  -0.2298
H1 6.43 -4.79 -6.68  0.2489
H2 5.87 -4.46 -8.47  0.3061
H3 7.09 -2.22 -6.73  0.3630
H4 4.49 -2.29 -8.61  0.0795
H5 5.56 -0.82 -8.26  0.3256
H6 4.63 -0.77 -5.89  0.2278
H7 2.63 -3.21 -7.95  0.3142
H8 0.69 -3.96 -7.02  0.3843
H9 0.16 -2.09 -6.98  0.1809
H10 2.38 -3.22 -5.23  0.3635
H11 2.53 -0.89 -4.80  0.0409
C7 0.50 -2.76 -0.29  -0.2465
C8 1.51 -3.45 0.51  0.3207
N4 2.30 -4.00 1.14  -0.4392
H12 0.58 -1.67 -0.16  0.1524
H13 0.60 -2.97 -1.35  -0.0962
H14 -0.51 -3.04 0.01  0.3158
C9 1.25 1.61 -2.50  -0.5874
C10 2.55 0.97 -2.69  0.3489
N5 3.57 0.46 -2.84  -0.4723
H15 0.81 1.33 -1.55  0.1612
H16 1.33 2.70 -2.52  0.2088
H17 0.55 1.33 -3.29  0.3618
C11 3.58 -2.40 4.12  -0.3288
C12 2.71 -1.94 5.20  0.2957
N6 2.02 -1.57 6.04  -0.3519
H18 3.01 -2.90 3.34  0.1049
H19 4.11 -1.57 3.65  -0.0860
H20 4.33 -3.11 4.48  0.3262
C13 -1.65 4.03 -0.78  -0.8361
C14 -1.57 2.58 -0.96  0.5064
N7 -1.51 1.44 -1.08  -0.5072
H21 -2.22 4.50 -1.59  0.3502
H22 -2.15 4.28 0.16  0.2639
H23 -0.66 4.48 -0.76  0.2623
C15 5.24 4.05 -3.37  -0.7461
C16 4.02 4.37 -2.64  0.3923
N8 3.06 4.62 -2.05  -0.3961
H24 6.10 3.99 -2.71  0.2760
H25 5.15 3.08 -3.88  0.1766
H26 5.46 4.80 -4.13  0.3052
C17 -3.53 1.54 2.44  0.2210
C18 -2.22 2.18 2.42  0.2929
N9 -1.19 2.69 2.42  -0.5481
H27 -3.46 0.47 2.27  -0.1736
H28 -4.03 1.68 3.41  0.1561
H29 -4.20 1.95 1.68  0.0538
C19 -5.43 -2.81 3.01  -0.8405
C20 -4.48 -2.05 2.21  0.4541
N10 -3.73 -1.46 1.58  -0.5517
H30 -6.46 -2.55 2.77  0.3315
H31 -5.32 -3.89 2.86  0.3099
H32 -5.29 -2.62 4.08  0.2643
C21 6.21 0.19 1.43  -0.6456
C22 6.43 -0.70 2.57  0.4692
N11 6.61 -1.40 3.46  -0.4296
H33 6.33 -0.34 0.48  0.1020
H34 5.21 0.62 1.45  0.2807
H35 6.92 1.03 1.43  0.2921
C23 0.82 -1.12 -11.00  -0.4334
C24 2.13 -1.75 -11.14  0.3795
N12 3.16 -2.25 -11.24  -0.4323
H36 0.34 -1.39 -10.06  -0.0181
H37 0.90 -0.03 -11.01  0.2702
H38 0.14 -1.40 -11.80  0.3090
C25 -1.05 5.44 5.05  -0.3017
C26 -2.15 5.71 5.98  0.3288
N13 -3.01 5.93 6.71  -0.3956
H39 -0.16 5.08 5.58  0.1288
H40 -1.33 4.67 4.32  -0.0832
H41 -0.77 6.33 4.50  0.3078
C27 -3.37 -3.16 -7.17  -0.9619
C28 -2.33 -2.44 -7.91  0.5557
N14 -1.52 -1.88 -8.49  -0.4867
H42 -4.37 -2.87 -7.51  0.3322
H43 -3.29 -4.24 -7.30  0.2928
H44 -3.32 -2.95 -6.10  0.2740
C29 5.84 -2.92 -2.39  -0.4783
C30 6.71 -2.25 -1.43  0.3370
N15 7.39 -1.72 -0.66  -0.4585
H45 4.81 -2.56 -2.32  0.1322
H46 6.18 -2.75 -3.42  0.1084
H47 5.82 -4.00 -2.23  0.3339
C31 -6.42 3.59 5.69  -0.7122
C32 -6.33 2.14 5.52  0.4324
N16 -6.27 1.00 5.39  -0.4352
H48 -6.99 4.06 4.88  0.2440
H49 -6.90 3.86 6.63  0.2618
H50 -5.43 4.05 5.69  0.1890
C33 -0.90 -3.05 6.61  -0.2828
C34 -1.85 -3.31 5.53  0.2596
N17 -2.60 -3.51 4.68  -0.3551
H51 -1.38 -2.59 7.47  0.2126
H52 -0.41 -3.96 6.95  0.3083
H53 -0.10 -2.36 6.28  -0.1275
C35 0.87 -0.44 8.98  -0.3403
C36 -0.08 -1.03 9.92  0.2406
N18 -0.83 -1.50 10.66  -0.4063
H54 0.41 -0.23 8.02  -0.1481
H55 1.27 0.50 9.36  0.3988
H56 1.72 -1.10 8.80  0.2543
C37 -5.91 0.41 -0.50  -0.5122
C38 -6.66 1.27 0.43  0.3785
N19 -7.24 1.94 1.15  -0.4045
H57 -4.89 0.77 -0.64  0.0780
H58 -5.85 -0.62 -0.14  0.1581
H59 -6.38 0.38 -1.48  0.3297
C39 0.75 1.92 5.97  -0.5748
C40 1.00 2.80 7.12  0.3548
N20 1.20 3.49 8.01  -0.4345
H60 0.57 2.49 5.06  0.2641
H61 1.59 1.26 5.79  0.1913
H62 -0.13 1.30 6.14  0.1979
C41 -10.28 4.63 6.86  -0.8265
C42 -9.32 5.39 6.07  0.4121
N21 -8.56 5.99 5.45  -0.4200
H63 -11.31 4.90 6.60  0.3193
H64 -10.17 3.56 6.71  0.2740
H65 -10.16 4.82 7.93  0.2774

As for the charge: +1. The value obtained for the total energy is -88409.122 eV. As for the HOMO energy: -12.43 eV. The calculation puts the orbital gap at 9.03 eV. As for the lowest unoccupied orbital energy: -3.4 eV.

***

No. 7
Entry from OMol25: a single C4H7NO molecule at a distorted geometry (ωB97M-V/def2-TZVPD).

Last column: natural (NBO) charge in e.
Atoms and positions in Å:
H1 -3.58 0.00 -0.11  0.3577
N1 -2.78 -0.04 0.54  -0.6943
C1 -1.69 0.03 -0.05  0.5363
O1 -1.21 -0.04 -1.29  -0.4915
C2 -0.23 0.06 -0.16  0.1848
C3 0.47 1.37 -0.12  -0.6175
C4 0.35 -1.37 0.01  -0.6535
H2 -0.19 2.11 -0.42  0.2312
H3 1.35 1.17 -0.82  0.2156
H4 0.84 1.63 0.81  0.2264
H5 1.50 -1.45 0.10  0.2182
H6 0.16 -2.04 -0.91  0.2496
H7 -0.12 -1.69 0.95  0.2370

As for the SMILES: [H]/N=C1\OC1(C)C. The value obtained for the total energy is -7796.938 eV. As for the HOMO energy: -9.94 eV. The calculation puts the orbital gap at 10.85 eV. As for the lowest unoccupied orbital energy: 0.9 eV.

***

What is the HOMO energy in the first record? -7.90 eV